--- w ---
The following is a quantum chemistry calculation of a cluster of 2 separate species, C5H9FO2 in total, from the Open Molecules 2025 dataset.

Geometry (Å):
F: 0.6633 -0.5448 1.0488
O: -1.2743 0.8854 -1.1024
H: 1.7035 2.8980 -0.1391
C: 1.6505 1.9119 0.3348
H: -2.9193 -0.4834 -1.0450
C: 1.7822 -1.6278 -0.8713
O: 1.8508 0.7550 -0.2842
H: -3.1916 0.4218 1.1960
H: -1.9338 -0.8147 1.2651
H: 2.5102 -1.3530 -1.6036
C: 1.4970 -0.4442 -0.0264
H: -1.6774 0.7692 1.4228
C: -2.0948 0.1761 -0.6067
H: 0.9732 1.7012 1.2466
H: 1.8949 -2.5471 -0.1469
C: -2.2715 0.0768 0.8922
H: 0.8369 -1.7805 -1.5805

Summary:
Lowest unoccupied orbital energy = 0.80 eV
HOMO energy = -6.576 eV
Gap between HOMO and LUMO = 7.380 eV

***

--- x ---
The following is a quantum chemistry calculation of an isolated molecule of C5H9FO2, from the Open Molecules 2025 dataset.

Geometry (Å):
H: -1.2833 1.8121 -0.8819
C: -0.1915 0.0018 -1.0044
F: 0.3858 0.7284 -2.0536
C: -2.0809 -0.7012 0.9525
H: -0.3855 1.5401 0.5773
C: 1.9364 0.2483 0.4405
H: 1.4767 0.8830 1.1979
H: 1.5429 -1.1945 -1.0676
C: 0.9619 -0.6902 -0.2853
O: -2.2129 0.5348 0.3876
H: -2.1175 -1.5691 0.2712
H: 2.5227 0.8070 -0.2907
H: 2.6588 -0.3800 0.9736
H: -0.8945 -0.6906 -1.4761
C: -0.9855 1.0297 -0.1797
H: 0.6065 -1.5008 0.3595
O: -1.9400 -0.8586 2.0794

Summary:
Lowest unoccupied orbital energy = 0.94 eV
HOMO energy = -10.927 eV
SMILES = CC[C@H](F)COC=O
Gap between HOMO and LUMO = 11.867 eV

***

--- y ---
The following is a quantum chemistry calculation of an isolated molecule of C5H9FO2, from the Open Molecules 2025 dataset.

Geometry (Å):
H: 2.1706 1.2593 0.5480
H: 2.1078 0.5806 -1.5105
H: -1.1406 -0.4362 -2.1449
C: 0.9387 -0.9701 0.7823
O: -1.5560 0.2525 1.2803
O: -1.5430 -1.6643 -0.7210
H: 1.2062 2.2759 -0.9751
H: 1.0590 -0.4391 1.9358
C: 0.3440 0.0777 -0.3093
F: 2.1565 -1.4073 0.3069
C: -0.9244 0.5907 0.0910
C: 1.5069 1.1490 -0.5495
H: -2.4166 0.9392 1.4876
H: -1.9411 -1.7523 0.0911
H: 0.1035 -1.6609 0.9358
H: -1.2268 1.6452 -0.3056
C: -0.8446 -0.4398 -0.9428

Summary:
Lowest unoccupied orbital energy = 0.24 eV
HOMO energy = -9.388 eV
SMILES = C[C@@]1(CF)[C@H](O)[C@@H]1O
Gap between HOMO and LUMO = 9.625 eV

***

Quick one: least stable of them? y

***

--- w ---
The following is a quantum chemistry calculation of an isolated molecule of C5H9FO2, from the Open Molecules 2025 dataset.

Geometry (Å):
H: 3.2593 0.3578 -0.6395
F: -0.2655 2.4257 -0.1897
H: -3.5007 -0.4194 0.0586
H: -2.5538 -1.9846 -0.5507
C: 2.5486 -0.2569 0.1552
C: -1.2617 -0.0486 -0.1389
C: 0.9444 1.8049 0.1695
H: -2.7645 -1.1808 1.0758
C: 1.0575 0.4552 0.2486
H: 0.7317 -1.0060 -0.5008
H: 3.1010 -0.4983 1.3076
H: -1.1662 0.0545 -1.2857
H: 1.7846 2.3354 -0.0348
C: -2.4383 -0.9592 0.0658
H: -1.6072 1.0855 0.2576
O: 2.0986 -1.5620 -0.3656
O: 0.0323 -0.6032 0.3670

Summary:
Lowest unoccupied orbital energy = 0.47 eV
HOMO energy = -8.639 eV
Gap between HOMO and LUMO = 9.105 eV

***

--- x ---
The following is a quantum chemistry calculation of a structure of composition C5H9FO2, from the Open Molecules 2025 dataset.

Geometry (Å):
O: 0.5120 -0.9361 1.7547
H: -0.5538 1.7734 0.3886
H: -1.8182 0.5253 0.7106
H: 1.0048 0.9023 -2.1645
H: 1.3915 -0.5552 0.2141
C: -1.6555 -0.5418 -1.1629
C: 0.2309 0.3808 1.6778
C: -0.5317 -0.0519 -0.8049
O: 1.9086 -0.1147 -0.4796
F: -1.6952 -1.3877 -2.2800
H: 1.2260 0.8473 1.5173
C: 0.7607 -0.0396 -1.5384
H: -0.1186 0.8744 2.5300
C: -0.7305 0.6961 0.5408
H: -2.6219 -0.3820 -0.5181
H: 1.7154 -0.9871 1.9031
H: 0.9756 -1.0034 -2.2887

Summary:
Lowest unoccupied orbital energy = 0.29 eV
HOMO energy = -9.741 eV
Gap between HOMO and LUMO = 10.027 eV

***

Quick one: least stable of them? w

***

--- w ---
The following is a quantum chemistry calculation of a structure of composition C33H29NO6PS2Zr, from the Open Molecules 2025 dataset.

Geometry (Å):
P: 1.2337 -0.0219 1.5654
C: 1.7292 1.1110 5.5208
H: 0.2754 3.0717 -1.5810
O: -0.9211 -0.4596 3.4798
H: -0.7892 -1.7136 -4.9253
H: 1.6162 -0.4098 -1.2292
C: 3.0616 -2.0544 0.8579
H: 3.7547 -1.2618 0.5991
C: 3.2938 2.4924 -1.6625
H: 2.8516 -5.4342 0.8918
S: -0.5480 0.8534 4.0942
C: -0.5745 1.6224 -2.9631
C: 3.1030 1.0386 5.6953
H: -1.3704 -2.9070 -3.1788
O: -0.7976 1.8359 2.9868
H: 2.8181 2.5088 1.6900
O: -1.6034 -0.6272 -0.1404
H: -0.7411 -2.4280 -1.5959
S: -3.5641 2.0107 1.0830
Zr: -1.5116 0.4283 1.5834
C: -6.6277 -0.3468 -0.0057
H: -2.4111 -2.1126 -1.9865
C: 3.3480 2.9241 -0.3447
C: -5.0429 -1.6319 1.2031
H: -7.5613 -0.2712 -0.5487
H: 0.5674 -4.8883 1.6622
C: -0.7245 -0.7799 -4.3722
C: -1.0173 -0.8053 -3.0206
H: -0.4039 3.7462 -3.0703
O: -3.1739 -0.6288 2.0715
C: -0.5363 2.9816 -2.3036
C: 1.7805 -1.7407 1.3036
C: 2.7846 2.1537 0.6666
H: -1.4555 3.1912 -1.7565
N: -4.2906 -0.5231 1.3395
C: -0.3517 0.3773 -5.0544
H: 1.0671 1.4048 6.3241
C: -1.4054 -2.1339 -2.4104
H: -0.1168 -2.5435 1.9215
C: -0.9257 0.4122 -2.2561
C: 3.4455 -3.3794 0.7100
H: -0.0470 2.4881 -4.8231
H: -0.4687 1.2097 -7.0465
H: -6.1281 1.7179 -0.2598
O: -1.1706 1.1581 5.3303
C: 1.2704 -4.0958 1.4415
C: -0.0170 0.3627 -6.5237
H: 1.0626 0.4194 -6.6978
C: -4.6179 0.6922 0.8430
C: 2.1766 0.9412 0.3580
H: 4.4420 -3.6145 0.3572
C: -1.1279 0.4223 -0.8806
H: 4.0069 0.0163 2.5956
H: -4.6249 -2.5173 1.6557
O: -0.8176 1.4482 -0.0540
C: 2.6752 1.2877 -1.9766
H: 3.8187 3.8681 -0.1007
C: -0.2985 1.5608 -4.3123
H: 4.9826 0.5794 4.7875
C: 1.9926 0.3951 3.2010
C: -6.2246 -1.5791 0.5294
C: 2.1165 0.5163 -0.9715
C: 2.5506 -4.4003 1.0064
H: 3.7233 3.1006 -2.4491
H: 2.6015 0.9587 -3.0054
C: -5.8445 0.7584 0.1487
H: -6.8164 -2.4757 0.4215
C: 1.1994 0.7892 4.2812
C: 3.9108 0.6430 4.6469
H: -0.3754 -0.5520 -6.9981
C: 0.8863 -2.7700 1.5872
H: 3.5387 1.2867 6.6549
C: 3.3595 0.3235 3.4093

Summary:
2S+1 = 2
Lowest unoccupied orbital energy (alpha / beta) = -0.02 / -0.02 eV
HOMO energy (alpha / beta) = -4.651 / -7.952 eV
⟨S²⟩ = 0.79
Gap between HOMO and LUMO (alpha / beta) = 4.630 / 7.930 eV

***

--- x ---
The following is a quantum chemistry calculation of a structure of composition C33H29NO6PS2Zr, from the Open Molecules 2025 dataset.

Geometry (Å):
C: -1.6096 4.6279 -0.1742
C: -1.0738 -2.5124 -1.3272
C: 6.1309 -2.9351 0.0875
O: 2.1237 2.1006 2.0852
N: -0.9888 -2.4025 0.0571
H: -1.6228 6.7480 0.0798
C: -0.9675 3.4232 0.1399
H: 2.9088 -3.4872 -2.6537
H: 1.6098 4.6448 1.9696
H: 5.0589 0.7066 1.3307
C: -4.8195 2.3469 1.9491
H: 0.0853 1.8741 -5.0353
H: -6.8294 1.6846 1.6231
O: 1.5532 -1.0634 -1.2295
C: -2.9627 2.7387 -2.8218
H: -0.9930 -3.8085 -2.9819
H: 7.6508 -4.3774 -0.3363
H: 5.4495 -4.5666 -1.1079
C: 0.2010 3.4743 0.9157
H: 0.2076 1.5380 -2.5786
H: -2.5082 4.6085 -0.7765
C: -0.7633 2.1226 -4.4143
H: -2.0067 2.7123 -6.0586
C: -3.5327 2.4066 1.4419
H: -0.5383 -5.8505 -1.6006
C: -1.8067 2.2214 -2.2454
C: -0.6979 1.9354 -3.0471
C: -3.0214 2.9211 -4.1922
C: 3.8864 -3.1445 -0.7993
C: -1.1129 5.8223 0.2996
C: 0.0458 5.8528 1.0866
S: 0.9991 1.9282 1.2206
S: -1.3027 -1.0285 -2.1692
C: -1.9344 2.5988 -4.9877
H: -5.0423 2.7993 2.9051
C: -3.2472 1.8135 0.2149
C: 4.1611 0.1565 1.0587
C: -0.6546 -4.8867 -1.1345
C: 2.1498 -1.4525 -0.1769
H: -2.7442 2.9069 1.9910
P: -1.5672 1.8210 -0.4758
C: 4.5102 -1.1921 0.5153
H: -0.7780 -3.3268 1.8990
H: 3.5302 0.0673 1.9432
C: -5.8191 1.7000 1.2385
O: -1.3994 -1.2524 0.6469
C: 3.5510 -1.9425 -0.1753
H: -0.3771 -5.5884 0.8883
H: 8.2629 -2.7671 0.0836
C: 5.1795 -3.6272 -0.6470
H: -3.8233 2.9624 -2.2075
H: 0.4191 6.7939 1.4584
H: 3.5990 0.7383 0.3246
C: 7.4980 -3.5097 0.3009
H: 3.0929 -4.9421 -1.6628
C: 2.8793 -3.8760 -1.6343
H: -3.9754 0.5905 -1.3810
H: 6.5346 -1.1313 1.1732
H: -6.2919 0.5247 -0.4868
O: 1.4937 -1.4070 0.9094
O: -0.0348 0.9709 1.7059
H: 1.8703 -3.7262 -1.2550
H: 7.6120 -3.8159 1.3422
C: 0.7069 4.6719 1.3807
C: -0.5708 -4.7357 0.2565
Zr: 0.0721 -0.2253 -0.0543
C: -0.9188 -3.7547 -1.9098
C: -4.2345 1.1012 -0.4617
C: -5.5188 1.0561 0.0475
O: 1.3347 1.4020 -0.1482
C: 5.7913 -1.7039 0.6362
H: -3.9259 3.3043 -4.6422
C: -0.7666 -3.5105 0.8335

Summary:
2S+1 = 2
Lowest unoccupied orbital energy (alpha / beta) = -0.21 / -0.21 eV
HOMO energy (alpha / beta) = -4.768 / -7.560 eV
⟨S²⟩ = 0.77
Gap between HOMO and LUMO (alpha / beta) = 4.561 / 7.351 eV

***

Quick one: least stable of them? x